{
  "formula": "CHClO3",
  "method": "ωB97M-V/def2-TZVPD",
  "species": ["C", "O", "O", "O", "Cl", "H"],
  "xyz": [[0.91139, 0.17711, 0.08079], [0.95338, 1.34579, 0.30135], [-1.47178, 0.01852, -0.44061], [-0.38082, -0.71689, -0.09856], [2.08052, -0.99639, -0.12027], [-2.09269, 0.17187, 0.27730]],
  "lowdin_charge": [-0.813, 0.107, -0.041, -0.190, 0.831, 0.106],
  "total_charge": 0,
  "smiles": "O=C(Cl)OO",
  "orbital_gap_ev": 11.54,
  "de_lowest_kj_mol": 227.3
}